Record 1
Formula: C20H20N4
Source: OMol25
Level of theory: ωB97M-V/def2-TZVPD

## Properties
* LUMO level: 0.659 eV
* relative energy (zero: lowest compared OMol25 entry of this formula, charge and spin): 61.09 kcal/mol
* structure (SMILES): c1ccncc1.c1ccncc1.c1ccncc1.c1ccncc1
* HOMO level: -0.342 Eh
* total energy: -27023.36687 eV

Each line ends with the natural charge from an NBO analysis.
CARTESIAN COORDINATES (ANGSTROEM)
1 C 3.793 -0.081 3.714  -0.17
2 C 2.795 -1.040 3.619  -0.28
3 C 1.814 -0.948 4.609  0.05
4 N 1.686 0.049 5.471  -0.42
5 C 2.623 1.012 5.407  0.04
6 C 3.747 0.993 4.587  -0.28
7 H 4.645 -0.233 3.054  0.21
8 H 2.897 -1.898 2.974  0.23
9 H 1.074 -1.739 4.713  0.19
10 H 2.490 1.830 6.107  0.19
11 H 4.540 1.711 4.713  0.23
12 C 5.016 1.643 -2.834  -0.17
13 C 4.768 0.414 -3.387  -0.26
14 C 3.550 -0.202 -3.113  0.04
15 N 2.675 0.289 -2.263  -0.44
16 C 2.963 1.426 -1.596  0.03
17 C 4.087 2.173 -1.935  -0.25
18 H 5.835 2.310 -3.075  0.22
19 H 5.472 0.042 -4.121  0.22
20 H 3.346 -1.124 -3.646  0.19
21 H 2.295 1.723 -0.801  0.20
22 H 4.212 3.081 -1.357  0.22
23 C 0.005 0.084 -0.014  -0.19
24 C 0.692 0.360 1.144  -0.26
25 C -0.030 0.844 2.235  0.03
26 N -1.306 1.188 2.195  -0.42
27 C -1.985 0.948 1.054  0.03
28 C -1.356 0.350 -0.035  -0.26
29 H 0.476 -0.225 -0.940  0.24
30 H 1.760 0.212 1.226  0.22
31 H 0.515 1.087 3.140  0.19
32 H -2.975 1.373 0.990  0.20
33 H -1.914 0.196 -0.951  0.21
34 C -6.754 -2.730 -2.660  -0.17
35 C -7.645 -1.733 -3.012  -0.26
36 C -7.162 -0.432 -3.100  0.04
37 N -5.878 -0.102 -2.941  -0.42
38 C -5.046 -1.094 -2.621  0.04
39 C -5.423 -2.431 -2.455  -0.26
40 H -7.109 -3.754 -2.611  0.21
41 H -8.645 -1.974 -3.344  0.22
42 H -7.857 0.377 -3.299  0.19
43 H -4.011 -0.779 -2.556  0.19
44 H -4.677 -3.193 -2.287  0.22



Record 2
Formula: C2HNO4
Source: OMol25
Level of theory: ωB97M-V/def2-TZVPD

## Properties
* LUMO level: 0.290 eV
* relative energy (zero: lowest compared OMol25 entry of this formula, charge and spin): 11.44 kcal/mol
* structure (SMILES): O=c1[nH]oc(=O)o1
* HOMO level: -0.417 Eh
* total energy: -11768.78226 eV

Each line ends with the natural charge from an NBO analysis.
CARTESIAN COORDINATES (ANGSTROEM)
1 O -0.348 2.145 0.674  -0.55
2 C -0.115 0.992 0.329  0.83
3 N -1.008 0.153 -0.201  -0.34
4 O -0.280 -1.034 -0.712  -0.34
5 C 0.883 -1.004 0.021  0.96
6 O 1.641 -1.889 0.235  -0.51
7 O 0.954 0.214 0.637  -0.47
8 H -1.727 0.423 -0.984  0.43



Record 3
Formula: C13H10F5NSYb
Source: OMol25
Level of theory: ωB97M-V/def2-TZVPD

## Properties
* LUMO level (spin up / spin down): 2.339 / 2.357 eV
* net charge: -1
* relative energy (zero: lowest compared OMol25 entry of this formula, charge and spin): 53.27 kcal/mol
* HOMO level (spin up / spin down): -0.140 / -0.103 Eh
* spin multiplicity: 2
* expectation value of S²: 0.769
* total energy: -71079.33392 eV

Each line ends with the natural charge from an NBO analysis.
CARTESIAN COORDINATES (ANGSTROEM)
1 C -3.159 -0.745 -1.317  -0.39
2 C -3.369 -0.423 0.041  -0.37
3 C -2.377 -1.096 0.816  -0.30
4 C -1.564 -1.859 -0.077  -0.39
5 C -2.055 -1.640 -1.399  -0.37
6 Yb -0.631 0.690 -0.865  1.14
7 N 1.264 -0.640 -3.409  -0.95
8 C -1.097 2.816 -0.674  -0.44
9 C -2.076 3.013 0.239  -0.29
10 H -2.309 -1.127 1.900  0.22
11 H -4.204 0.158 0.441  0.20
12 H -0.768 -2.536 0.223  0.23
13 H -1.674 -2.125 -2.298  0.24
14 H -3.809 -0.448 -2.148  0.21
15 H -3.151 2.752 0.131  0.23
16 H -0.010 2.492 -0.483  0.21
17 H 1.300 0.312 -3.726  0.21
18 H -2.017 3.423 1.251  0.22
19 H -1.313 2.231 -1.654  0.14
20 F 5.346 -1.192 0.488  -0.30
21 C 4.084 -0.826 0.774  0.24
22 C 3.184 -1.762 1.297  0.32
23 F 3.572 -3.050 1.433  -0.31
24 C 1.914 -1.363 1.684  0.30
25 F 1.145 -2.253 2.366  -0.31
26 C 1.422 -0.054 1.404  -0.30
27 S -0.124 0.513 1.824  -0.33
28 C 2.347 0.816 0.774  0.28
29 F 1.873 2.015 0.257  -0.32
30 C 3.676 0.495 0.560  0.28
31 F 4.579 1.418 0.148  -0.30



Record 4
Formula: C8H12N2O2
Source: OMol25
Level of theory: ωB97M-V/def2-TZVPD

## Properties
* LUMO level (spin up / spin down): 0.745 / -2.850 eV
* relative energy (zero: lowest compared OMol25 entry of this formula, charge and spin): 0.71 kcal/mol
* HOMO level (spin up / spin down): -0.210 / -0.347 Eh
* spin multiplicity: 3
* expectation value of S²: 2.006
* total energy: -15558.49994 eV

Each line ends with the natural charge from an NBO analysis.
CARTESIAN COORDINATES (ANGSTROEM)
1 C -2.103 0.582 -1.199  -0.13
2 C -0.839 0.090 -1.189  -0.22
3 C -1.776 0.563 1.245  -0.08
4 C -0.956 -1.803 -0.004  0.79
5 C -2.853 0.405 0.079  -0.49
6 C -0.243 -0.434 0.037  0.02
7 C 1.883 0.580 -0.507  -0.42
8 C 1.721 -1.045 1.258  -0.44
9 N -0.521 0.275 1.168  -0.22
10 N 1.256 -0.630 -0.089  -0.46
11 O -1.955 -1.999 0.601  -0.57
12 O -0.323 -2.618 -0.932  -0.70
13 H -2.601 0.942 -2.036  0.22
14 H -0.224 0.098 -2.181  0.24
15 H -2.050 1.058 2.146  0.20
16 H -3.497 1.332 0.297  0.23
17 H -3.315 -0.608 0.150  0.27
18 H 2.861 0.579 -0.243  0.20
19 H 1.849 0.545 -1.629  0.20
20 H 1.340 1.516 -0.008  0.19
21 H 1.792 -0.104 1.853  0.20
22 H 0.996 -1.787 1.756  0.22
23 H 2.685 -1.592 1.109  0.22
24 H 0.401 -1.983 -1.373  0.51



Record 5
Formula: C23H25BrClF15NO4PS3
Source: OMol25
Level of theory: ωB97M-V/def2-TZVPD

## Properties
* LUMO level: -3.592 eV
* HOMO level: -0.321 Eh
* total energy: -199033.70086 eV

Each line ends with the Mulliken charge.
CARTESIAN COORDINATES (ANGSTROEM)
1 O 4.775 -2.938 -0.549  -0.53
2 S 5.234 -1.886 -1.623  1.00
3 O 4.911 -0.422 -1.214  -0.49
4 Cl 7.355 -1.994 -1.683  -0.22
5 C 4.609 -2.290 -3.354  -0.69
6 C 2.961 -2.573 -3.384  -0.41
7 C 2.276 -1.086 -3.650  -0.28
8 C 0.759 -0.937 -3.045  -0.74
9 C 0.735 -0.716 -1.387  0.70
10 C 0.182 -1.984 -0.447  -1.13
11 C 0.126 -1.714 1.158  0.98
12 C -0.443 -2.858 2.179  -0.22
13 S -1.135 -4.529 1.748  1.22
14 O -0.243 -5.605 2.473  -0.61
15 O -1.326 -4.840 0.252  -0.55
16 C -2.878 -4.653 2.521  0.52
17 F -3.268 -6.100 2.321  -0.25
18 F -2.883 -4.435 3.985  -0.25
19 C -3.982 -3.750 1.688  0.55
20 F -4.612 -4.708 0.704  -0.28
21 F -3.335 -2.699 0.816  -0.21
22 C -5.217 -3.175 2.598  0.36
23 F -5.819 -4.330 3.306  -0.24
24 F -6.260 -2.691 1.618  -0.26
25 C -4.828 -1.960 3.625  0.68
26 F -3.482 -1.374 3.434  -0.16
27 F -4.847 -2.495 5.038  -0.24
28 F -5.939 -0.936 3.600  -0.22
29 C -0.393 -2.471 3.806  -0.57
30 N 0.131 -1.113 4.313  -0.04
31 C 0.622 -0.017 3.394  -0.47
32 C 0.654 -0.257 1.772  0.18
33 C 1.208 0.988 0.818  -0.16
34 C 1.690 2.351 1.597  -0.89
35 C 0.286 3.194 1.939  0.43
36 C 0.553 4.540 2.843  -0.53
37 S 0.918 5.938 1.622  -0.24
38 C 1.215 0.737 -0.802  0.47
39 C 1.714 1.977 -1.794  -0.74
40 C 0.495 2.498 -2.812  -0.22
41 C 1.083 2.810 -4.329  -0.64
42 Br 1.095 4.824 -4.577  -0.19
43 H 5.155 -3.257 -3.731  0.43
44 H 4.881 -1.345 -4.024  0.39
45 H 2.604 -2.933 -2.312  0.18
46 H 2.658 -3.368 -4.189  0.37
47 H 2.192 -0.930 -4.821  0.26
48 H 3.030 -0.299 -3.220  0.12
49 H 0.079 -0.154 -3.609  0.32
50 H 0.226 -1.992 -3.217  0.39
51 H -0.112 -2.946 -1.036  0.32
52 H -0.738 -3.215 4.659  0.35
53 H 0.147 -0.938 5.360  0.32
54 H 0.966 0.995 3.925  0.20
55 H 2.429 3.034 0.965  0.32
56 H 2.298 2.088 2.590  0.31
57 H -0.426 2.400 2.475  0.25
58 H -0.221 3.486 0.917  -0.38
59 H -0.495 4.813 3.341  0.31
60 H 1.377 4.401 3.665  0.32
61 H 0.178 5.595 0.468  0.19
62 H 2.700 1.692 -2.393  0.37
63 H 2.011 2.951 -1.172  0.21
64 H 0.121 3.555 -2.402  0.03
65 H -0.445 1.801 -2.798  0.34
66 H 2.203 2.472 -4.451  0.34
67 H 0.412 2.361 -5.192  0.36
68 F -2.190 4.172 -2.864  -0.29
69 P -2.560 4.774 -1.474  0.77
70 F -1.546 3.773 -0.840  -0.26
71 F -2.405 5.982 -2.446  -0.33
72 F -1.737 5.588 -0.429  -0.30
73 F -3.643 3.659 -1.348  -0.34
74 F -3.840 5.468 -0.915  -0.31